1.
Density functional theory data (ωB97M-V/def2-TZVPD) for C18H22N4O3 in the gas phase in a non-equilibrium geometry.

Its structure (SMILES) is CCCCOC(=O)C1=C(C)Nc2ncnn2[C@H]1c1cccc(OC)c1. As for the calculated total energy: -1143.87413 hartree. As for the energy above the lowest of the compared OMol25 structures with the same formula, charge and spin: 38.4 kcal per mole. The value obtained for the HOMO energy is -0.3101 hartree.

The geometry in XYZ format:
```
47
C18H22N4O3, DFT ωB97M-V/def2-TZVPD
C -3.562 -1.013 0.448
C -2.511 -1.646 -0.455
C -1.858 -2.885 0.157
C -1.020 -2.583 1.399
O -0.001 -1.622 1.147
C 1.092 -2.051 0.493
O 1.236 -3.207 0.154
C 2.039 -0.952 0.281
C 3.198 -1.094 -0.412
C 3.692 -2.351 -1.047
N 4.044 -0.025 -0.590
C 3.822 1.145 0.072
N 4.601 2.203 0.172
C 3.878 3.018 0.973
N 2.729 2.525 1.359
N 2.695 1.315 0.780
C 1.591 0.389 0.844
C 0.419 0.958 0.067
C 0.452 0.983 -1.324
C -0.605 1.533 -2.022
C -1.700 2.063 -1.359
C -1.736 2.044 0.031
O -2.752 2.531 0.793
C -3.848 3.132 0.148
C -0.666 1.489 0.735
H -4.087 -0.225 -0.086
H -4.292 -1.755 0.767
H -3.104 -0.571 1.328
H -1.739 -0.908 -0.684
H -2.980 -1.940 -1.397
H -2.624 -3.609 0.440
H -1.208 -3.352 -0.586
H -0.557 -3.509 1.757
H -1.629 -2.144 2.190
H 2.945 -3.133 -0.977
H 4.598 -2.685 -0.542
H 3.934 -2.166 -2.093
H 4.931 -0.147 -1.053
H 4.223 3.987 1.269
H 1.295 0.282 1.896
H 1.299 0.573 -1.854
H -0.583 1.552 -3.102
H -2.509 2.483 -1.933
H -4.373 2.424 -0.502
H -3.542 4.004 -0.438
H -4.519 3.452 0.944
H -0.707 1.487 1.812
```

=====

2.
Density functional theory data (ωB97M-V/def2-TZVPD) for C18H22N4O4 in the gas phase.

Its structure (SMILES) is Cc1ccc(NC(=O)c2nc[nH]c2C(=O)NCC(=O)OC(C)(C)C)cc1. As for the calculated total energy: -1219.20275 hartree. As for the energy above the lowest of the compared OMol25 structures with the same formula, charge and spin: 18.9 kcal per mole. The value obtained for the HOMO energy is -0.3030 hartree.

The geometry in XYZ format:
```
48
C18H22N4O4, DFT ωB97M-V/def2-TZVPD
C -6.862 -2.935 0.154
C -5.858 -1.824 0.106
C -6.196 -0.572 -0.393
C -5.264 0.444 -0.452
C -3.960 0.231 -0.010
N -3.062 1.295 -0.093
C -1.762 1.363 0.267
O -1.113 0.449 0.764
C -1.204 2.698 -0.010
N -2.007 3.670 -0.542
C -1.258 4.727 -0.688
N 0.004 4.499 -0.277
C 0.074 3.209 0.165
C 1.387 2.725 0.644
O 2.348 3.482 0.631
N 1.404 1.468 1.107
C 2.642 0.821 1.431
C 3.157 -0.011 0.254
O 2.659 0.010 -0.839
O 4.207 -0.721 0.638
C 4.917 -1.587 -0.291
C 6.041 -2.190 0.551
C 5.489 -0.761 -1.442
C 3.982 -2.680 -0.806
C -3.610 -1.020 0.492
C -4.555 -2.027 0.544
H -6.698 -3.623 -0.676
H -7.875 -2.549 0.080
H -6.766 -3.501 1.079
H -7.203 -0.389 -0.740
H -5.541 1.414 -0.842
H -3.421 2.162 -0.482
H -1.598 5.662 -1.085
H 0.807 5.111 -0.273
H 0.559 0.896 0.998
H 3.388 1.595 1.646
H 2.527 0.178 2.306
H 6.640 -2.862 -0.056
H 6.677 -1.401 0.942
H 5.624 -2.744 1.387
H 4.687 -0.333 -2.037
H 6.099 -1.396 -2.079
H 6.106 0.046 -1.052
H 4.540 -3.374 -1.427
H 3.180 -2.245 -1.396
H 3.548 -3.224 0.030
H -2.605 -1.195 0.836
H -4.273 -2.993 0.936
```

=====

3.
Density functional theory data (ωB97M-V/def2-TZVPD) for a 2-piece molecular cluster, C18H22N4O5 overall in a non-equilibrium geometry.

Its structure (SMILES) is CNC(=O)[C@H](Cc1ccc(O)cc1)NC(C)=O.O=C(O)/C=C/c1c[nH]cn1. As for the calculated total energy: -1294.37341 hartree. As for the energy above the lowest of the compared OMol25 structures with the same formula, charge and spin: 38.9 kcal per mole. The value obtained for the HOMO energy is -0.2975 hartree.

The geometry in XYZ format:
```
49
C18H22N4O5, DFT ωB97M-V/def2-TZVPD
C 3.518 1.765 1.254
N 2.550 2.269 0.284
C 1.666 3.244 0.523
O 1.657 3.842 1.593
C 0.664 3.663 -0.579
C -0.570 2.737 -0.696
C -0.305 1.263 -0.450
C 0.157 0.444 -1.497
C 0.553 -0.880 -1.241
C 0.462 -1.397 0.067
O 0.924 -2.645 0.325
C -0.068 -0.601 1.103
C -0.449 0.730 0.846
N 1.230 3.977 -1.907
C 2.012 3.252 -2.712
C 2.382 3.900 -4.024
O 2.427 2.130 -2.465
H 4.227 2.553 1.512
H 2.997 1.449 2.159
H 4.057 0.914 0.835
H 2.514 1.834 -0.632
H 0.266 4.613 -0.221
H -1.034 2.863 -1.675
H -1.303 3.068 0.041
H 0.257 0.846 -2.495
H 0.955 -1.486 -2.037
H 1.042 -3.160 -0.473
H -0.141 -1.012 2.096
H -0.803 1.354 1.655
H 0.986 4.886 -2.264
H 3.027 3.221 -4.582
H 1.479 4.095 -4.599
H 2.914 4.830 -3.832
O -4.779 -4.235 -1.139
C -3.598 -3.944 -1.241
O -2.990 -3.734 -2.427
C -2.774 -3.835 -0.048
C -3.264 -3.820 1.246
C -2.381 -3.669 2.394
C -2.776 -3.451 3.683
N -1.604 -3.315 4.401
C -0.544 -3.470 3.529
N -0.997 -3.696 2.322
H -3.691 -3.851 -3.084
H -1.706 -3.726 -0.202
H -4.334 -3.893 1.417
H -3.798 -3.375 4.041
H -1.522 -3.126 5.398
H 0.507 -3.419 3.799
```

=====

4.
Density functional theory data (ωB97M-V/def2-TZVPD) for C18H22N5O3PS2V as an isolated structure.

As for the calculated total energy: -3279.95545 hartree. As for the energy above the lowest of the compared OMol25 structures with the same formula, charge and spin: 10.9 kcal per mole. The multiplicity is 2. The value obtained for the HOMO energy (alpha / beta) is -0.4799 / -0.4803 hartree. As for the expectation value of S²: 0.773. Its net charge is +2.

The geometry in XYZ format:
```
52
C18H22N5O3PS2V, DFT ωB97M-V/def2-TZVPD
V -0.369 -0.197 -0.338
S -0.818 0.109 1.829
C -1.361 -1.562 1.641
C -1.929 -2.395 2.579
C -2.343 -3.647 2.140
C -2.190 -4.013 0.806
C -1.617 -3.121 -0.075
N -1.198 -1.924 0.359
H -2.057 -2.074 3.602
H -2.797 -4.336 2.840
H -2.519 -4.979 0.451
H -1.480 -3.326 -1.128
N -4.202 0.750 -7.806
C -3.469 0.440 -6.722
C -3.841 -0.643 -5.893
C -3.092 -0.966 -4.795
C -1.948 -0.216 -4.492
C -1.569 0.866 -5.293
C -2.316 1.186 -6.396
S -1.039 -0.612 -3.113
O -1.030 -2.027 -2.842
O 0.253 0.047 -3.133
N -1.775 0.009 -1.739
C -1.799 1.394 -1.647
N -0.912 1.750 -0.701
C -0.827 3.038 -0.339
C -1.606 3.963 -0.992
C -2.459 3.496 -1.992
N -2.576 2.210 -2.320
H -5.011 0.212 -8.058
H -3.934 1.500 -8.418
H -4.719 -1.225 -6.140
H -3.374 -1.806 -4.175
H -0.679 1.432 -5.052
H -2.018 2.010 -7.031
H -0.133 3.297 0.450
H -1.559 5.012 -0.742
H -3.087 4.186 -2.543
C 3.395 -0.196 -2.233
P 2.638 -1.306 -1.071
C 2.161 -2.822 -1.864
C 3.739 -1.631 0.288
O 1.369 -0.598 -0.466
H 4.292 -0.665 -2.639
H 3.676 0.729 -1.729
H 2.687 0.014 -3.037
H 3.045 -3.296 -2.295
H 1.434 -2.611 -2.648
H 1.721 -3.498 -1.130
H 4.647 -2.108 -0.085
H 3.258 -2.294 1.006
H 4.006 -0.694 0.777
```

=====

5.
Density functional theory data (ωB97M-V/def2-TZVPD) for C18H22N6O in the gas phase in a non-equilibrium geometry.

Its structure (SMILES) is c1ccc(-n2ncc3c(NCCCN4CCOCC4)ncnc32)cc1. As for the calculated total energy: -1102.09242 hartree. As for the energy above the lowest of the compared OMol25 structures with the same formula, charge and spin: 539.5 kcal per mole. The value obtained for the HOMO energy is -0.2760 hartree.

The geometry in XYZ format:
```
47
C18H22N6O, DFT ωB97M-V/def2-TZVPD
C -7.953 -1.179 0.758
C -6.913 -1.788 -0.154
C -5.636 -1.157 -0.301
C -5.409 -0.133 0.411
N -4.242 0.490 0.238
N -4.013 1.642 1.280
C -2.560 1.819 0.920
C -2.201 1.118 -0.076
C -0.858 0.857 -0.836
N 0.164 1.580 -0.889
C 1.479 1.188 -1.347
C 2.576 0.865 -0.499
C 3.751 0.480 -1.255
N 4.753 0.022 -0.218
C 5.375 0.902 0.732
C 6.621 0.230 1.373
O 6.475 -0.950 1.455
C 6.026 -1.932 0.685
C 4.632 -1.584 0.157
N -0.776 -0.457 -1.813
C -1.959 -0.966 -1.940
N -3.089 -0.771 -1.239
C -3.092 0.024 -0.431
C -6.377 0.330 1.115
C -7.723 -0.123 1.432
H -8.912 -1.709 0.807
H -7.168 -2.734 -0.715
H -5.165 -1.646 -0.986
H -2.292 2.712 1.252
H 0.059 2.285 0.067
H 1.780 2.238 -1.731
H 1.232 0.694 -2.197
H 2.045 -0.126 0.090
H 2.639 1.473 0.657
H 3.651 -0.008 -1.950
H 4.195 1.428 -1.764
H 5.556 1.651 0.239
H 4.642 0.818 1.523
H 7.050 0.741 1.904
H 7.452 0.195 0.403
H 5.829 -2.971 1.229
H 6.669 -1.934 -0.186
H 4.287 -1.880 -0.674
H 3.806 -1.424 1.092
H -1.777 -2.033 -2.494
H -6.144 1.417 1.687
H -8.485 0.309 2.191
```